(1)
The following is a quantum chemistry calculation of a molecular structure, C24H45BrP2V at a distorted geometry, from the OMol25 dataset.

The calculation puts the frontier orbital gap (alpha / beta) at 0.2297 / 0.2441 hartree. Its charge is +1. Its spin multiplicity is 3. For the energy above the lowest of the compared OMol25 structures with the same formula, charge and spin, the calculation gives 1.605 eV. Its expectation value of S² is 2.0665.

Element x y z (Å)
1 V 0.140 -0.779 1.826
2 C 1.304 -2.471 0.834
3 C 0.218 -2.998 1.624
4 C -0.686 -1.760 -0.124
5 C 0.712 -1.784 -0.276
6 C -1.009 -2.425 1.108
7 C 2.799 -2.501 1.038
8 H 3.032 -2.194 2.078
9 H 3.263 -1.790 0.337
10 H 3.257 -3.470 0.857
11 C 1.416 -1.469 -1.542
12 H 2.490 -1.597 -1.479
13 H 1.242 -0.450 -1.869
14 H 1.075 -2.122 -2.345
15 C -1.620 -1.704 -1.271
16 H -1.471 -2.593 -1.890
17 H -1.439 -0.846 -1.904
18 H -2.660 -1.688 -0.968
19 C -2.390 -2.558 1.688
20 H -2.442 -3.201 2.577
21 H -3.030 -2.973 0.896
22 H -2.781 -1.561 1.955
23 C 0.176 -4.105 2.582
24 H 0.046 -5.024 2.018
25 H -0.645 -4.029 3.294
26 H 1.075 -4.245 3.173
27 C 1.199 2.042 1.961
28 C 1.881 1.348 2.881
29 C 1.481 1.456 4.315
30 C -0.008 1.199 4.635
31 C -0.865 0.569 3.573
32 C -1.413 1.249 2.482
33 C -1.246 2.756 2.365
34 C 0.208 3.111 2.415
35 H 1.738 2.455 4.690
36 H -0.444 2.135 4.965
37 H 2.108 0.760 4.913
38 H 0.422 3.365 3.457
39 H 1.367 1.977 0.888
40 H 2.862 0.927 2.692
41 H 0.398 4.031 1.867
42 H -1.774 3.178 1.505
43 H -2.281 0.826 2.011
44 H -1.744 3.270 3.193
45 H 0.034 0.488 5.465
46 H -1.387 -0.311 3.936
47 P 3.982 0.865 -3.160
48 C 5.202 0.052 -4.281
49 H 6.014 0.747 -4.526
50 H 4.678 -0.266 -5.191
51 H 5.598 -0.827 -3.759
52 C 3.574 2.309 -4.233
53 H 4.488 2.785 -4.610
54 H 2.986 3.022 -3.642
55 H 2.969 1.940 -5.070
56 C 5.177 1.685 -2.020
57 H 5.935 2.236 -2.591
58 H 5.650 0.904 -1.412
59 H 4.612 2.365 -1.370
60 P -4.307 0.414 -2.488
61 C -5.834 -0.485 -1.965
62 H -6.730 -0.037 -2.415
63 H -5.901 -0.440 -0.870
64 H -5.738 -1.532 -2.280
65 C -4.850 2.129 -2.091
66 H -5.818 2.337 -2.561
67 H -4.085 2.817 -2.471
68 H -4.917 2.219 -1.001
69 C -4.630 0.445 -4.305
70 H -5.561 0.984 -4.519
71 H -4.685 -0.588 -4.669
72 H -3.782 0.956 -4.777
73 Br 1.368 -1.527 3.846

Here are the Löwdin charges for atoms 1 to 2, given in e:
1. V 0.7648
2. C -0.2670

(2)
The following is a quantum chemistry calculation of a molecular structure, C24H45Cl3N3O4PdSi at a distorted geometry, from the OMol25 dataset.

The calculation puts the frontier orbital gap (alpha / beta) at 0.2203 / 0.2580 hartree. Its charge is -1. Its spin multiplicity is 3. For the energy above the lowest of the compared OMol25 structures with the same formula, charge and spin, the calculation gives 0.000 eV. Its expectation value of S² is 2.0064.

Element x y z (Å)
1 C 2.400 -1.331 -4.882
2 C 1.319 -0.566 -4.149
3 H 2.195 -1.260 -5.953
4 H 2.469 -2.399 -4.592
5 H 3.428 -0.922 -4.815
6 C 0.270 -0.001 -4.763
7 C 0.121 0.213 -6.237
8 H -0.607 0.318 -4.204
9 H -0.257 -0.722 -6.696
10 H 1.087 0.466 -6.695
11 H -0.582 1.019 -6.481
12 Pd 0.787 -0.516 2.928
13 Cl 2.815 0.582 2.486
14 Cl -0.801 -2.227 3.395
15 C 0.291 2.640 2.365
16 O -0.670 1.856 2.334
17 N 0.131 3.964 2.196
18 C -1.184 4.436 1.837
19 C 1.220 4.909 2.311
20 H 1.321 2.304 2.536
21 H -1.915 3.752 2.264
22 H -1.305 4.426 0.746
23 H -1.326 5.453 2.197
24 H 2.053 4.458 2.857
25 H 0.895 5.813 2.833
26 H 1.600 5.228 1.334
27 H -2.623 -1.622 -2.833
28 H -2.998 1.160 -3.688
29 C -3.507 -1.142 -2.398
30 C -3.493 1.300 -2.719
31 N -3.191 0.164 -1.848
32 H -3.898 -1.787 -1.617
33 C -3.095 0.327 -0.478
34 O -3.332 -0.543 0.354
35 H -3.141 2.228 -2.260
36 H -2.749 1.352 -0.184
37 H -4.242 -1.012 -3.189
38 H -4.571 1.384 -2.892
39 O 0.490 -1.551 -2.048
40 C 1.419 -0.608 -2.609
41 C -0.183 1.199 -1.908
42 C 1.131 0.760 -2.012
43 H -0.965 0.473 -2.087
44 C -0.459 2.530 -1.616
45 H 2.426 -0.948 -2.342
46 C 2.161 1.541 -1.483
47 H -1.476 2.919 -1.695
48 C 0.605 3.363 -1.267
49 C 1.906 2.859 -1.117
50 H 3.149 1.082 -1.385
51 H 0.413 4.429 -1.220
52 H 2.700 3.495 -0.723
53 Si 0.535 -3.089 -1.669
54 Cl 0.265 -0.043 0.938
55 C -1.219 -3.292 -1.060
56 C 1.766 -3.355 -0.279
57 C 1.266 -4.132 -3.030
58 H -1.610 -2.372 -0.613
59 H -1.265 -4.050 -0.271
60 H -1.849 -3.594 -1.907
61 H 0.671 -4.060 -3.958
62 H 1.230 -5.179 -2.678
63 H 2.346 -3.912 -3.150
64 H 2.173 -2.414 0.133
65 H 2.555 -3.986 -0.723
66 H 1.254 -3.886 0.536
67 C -0.198 -2.110 7.029
68 N -0.184 -0.959 6.148
69 C -1.467 -0.383 5.786
70 C 0.938 -0.574 5.488
71 C 2.177 -1.450 5.451
72 O 0.984 0.543 4.903
73 H -1.069 -2.055 7.676
74 H 0.710 -2.099 7.630
75 H -0.225 -3.048 6.463
76 H -1.379 0.679 5.563
77 H -1.855 -0.863 4.879
78 H -2.171 -0.578 6.591
79 H 1.875 -2.421 5.020
80 H 2.892 -0.950 4.775
81 H 2.619 -1.613 6.444

Here are the Löwdin charges for atoms 1 to 2, given in e:
1. C -0.0444
2. C -0.2022

(3)
The following is a quantum chemistry calculation of a molecular structure, C24H45ClErN3O4Si at a distorted geometry, from the OMol25 dataset.

The calculation puts the frontier orbital gap (alpha / beta) at 0.2665 / 0.2666 hartree. Its spin multiplicity is 4. For the energy above the lowest of the compared OMol25 structures with the same formula, charge and spin, the calculation gives 0.000 eV. Its expectation value of S² is 3.7529.

Element x y z (Å)
1 O 1.077 -0.783 -2.476
2 C -0.094 -0.440 -2.895
3 C -0.030 0.944 -3.605
4 C 0.655 1.998 -3.003
5 H 1.057 1.883 -1.993
6 C 0.788 3.221 -3.675
7 H 1.269 4.054 -3.147
8 C 0.272 3.355 -4.978
9 H 0.356 4.313 -5.498
10 C -0.386 2.276 -5.604
11 H -0.817 2.379 -6.610
12 C -0.516 1.059 -4.911
13 H -1.029 0.176 -5.319
14 H -0.515 -1.134 -3.671
15 C -2.114 -1.993 -1.983
16 C -1.580 -0.589 -1.800
17 H -2.858 -1.957 -2.796
18 H -2.645 -2.310 -1.063
19 H -1.316 -2.715 -2.246
20 C -2.395 0.519 -1.892
21 C -3.897 0.438 -1.949
22 H -1.903 1.517 -1.936
23 H -4.329 0.815 -2.889
24 H -4.291 1.067 -1.145
25 H -4.231 -0.606 -1.817
26 Er -0.801 -0.671 0.401
27 Cl -3.196 -0.460 1.089
28 C -1.136 -0.527 3.335
29 O -0.456 -1.184 2.488
30 N -1.191 -0.795 4.613
31 C -0.530 -1.975 5.173
32 C -2.061 -0.047 5.528
33 H -1.749 0.322 2.991
34 H 0.080 -2.420 4.381
35 H -1.288 -2.684 5.541
36 H 0.089 -1.665 6.027
37 H -2.463 0.843 5.017
38 H -1.488 0.265 6.413
39 H -2.899 -0.677 5.863
40 H 5.097 0.951 -1.498
41 H 4.819 1.581 0.753
42 C 4.004 0.890 -1.614
43 C 3.765 1.282 0.842
44 N 3.386 0.497 -0.342
45 H 3.749 0.144 -2.379
46 C 2.531 -0.543 -0.263
47 O 1.572 -0.595 0.536
48 H 3.644 0.694 1.757
49 H 2.777 -1.360 -0.982
50 H 3.635 1.878 -1.946
51 H 3.170 2.207 0.931
52 H -0.064 -6.316 0.799
53 H 2.115 -6.284 -0.838
54 C -0.516 -5.739 -0.019
55 C 1.492 -5.638 -1.477
56 N 0.491 -4.913 -0.687
57 H -1.313 -5.103 0.363
58 C 0.521 -3.584 -0.562
59 O -0.346 -2.907 0.067
60 H 2.126 -4.907 -1.993
61 H 1.348 -3.073 -1.081
62 H -0.930 -6.466 -0.727
63 H 1.010 -6.285 -2.226
64 C -1.719 3.069 2.672
65 Si -0.027 2.780 1.923
66 C 0.740 4.438 1.499
67 C 1.127 2.105 3.252
68 C -0.213 1.685 0.379
69 H -1.635 3.222 3.758
70 H -2.379 2.217 2.466
71 H -2.160 3.975 2.230
72 H 0.715 5.116 2.364
73 H 1.794 4.322 1.208
74 H 0.206 4.934 0.679
75 H 1.033 1.020 3.393
76 H 2.176 2.341 3.021
77 H 0.886 2.595 4.209
78 H -0.875 2.237 -0.342
79 H 0.810 1.722 -0.086

Here are the Löwdin charges for atoms 1 to 2, given in e:
1. O -0.1838
2. C -0.4022

(4)
The following is a quantum chemistry calculation of 3 unconnected molecules or ions with the total composition C24H45N2O7S2 at a distorted geometry, from the OMol25 dataset.

The calculation puts the frontier orbital gap (alpha / beta) at 0.3383 / 0.3397 hartree. Its spin multiplicity is 2. Its expectation value of S² is 0.7542.

Element x y z (Å)
1 C -3.271 2.082 -0.498
2 C -2.763 0.931 -1.340
3 C -2.823 0.915 -2.704
4 C -2.329 -0.149 -3.410
5 C -1.775 -1.204 -2.740
6 C -1.689 -1.229 -1.368
7 C -1.046 -2.433 -0.714
8 C 0.471 -2.256 -0.379
9 C 0.962 -3.695 0.006
10 N 1.269 -4.584 -1.117
11 C 1.259 -1.631 -1.541
12 C 2.673 -1.115 -1.146
13 C 3.168 -0.294 -2.365
14 C 3.689 -2.261 -1.005
15 N 2.628 -0.182 0.004
16 O 2.244 0.999 -0.331
17 C 1.914 -0.705 1.195
18 C 2.805 -1.625 2.090
19 C 1.609 0.520 2.097
20 C 0.540 -1.338 0.866
21 C -2.212 -0.153 -0.694
22 H -3.020 1.894 0.547
23 H -2.749 3.003 -0.765
24 H -4.355 2.172 -0.584
25 H -3.259 1.751 -3.242
26 H -2.368 -0.170 -4.492
27 H -1.377 -2.026 -3.329
28 H -1.588 -2.646 0.212
29 H -1.147 -3.259 -1.423
30 H 0.101 -4.142 0.519
31 H 1.765 -3.673 0.738
32 H 2.237 -4.470 -1.384
33 H 0.661 -4.347 -1.891
34 H 0.750 -0.791 -2.014
35 H 1.433 -2.369 -2.329
36 H 2.378 0.345 -2.753
37 H 3.417 -1.004 -3.157
38 H 4.020 0.328 -2.096
39 H 3.523 -2.916 -0.153
40 H 4.689 -1.830 -0.894
41 H 3.670 -2.826 -1.935
42 H 2.260 -2.516 2.395
43 H 3.767 -1.860 1.639
44 H 3.031 -1.103 3.021
45 H 1.285 0.121 3.065
46 H 0.765 1.096 1.724
47 H 2.490 1.139 2.262
48 H -0.191 -0.533 0.856
49 H 0.279 -1.969 1.724
50 H -2.173 -0.166 0.391
51 O 7.533 2.167 1.615
52 S 6.516 3.135 1.339
53 O 6.857 4.424 0.823
54 O 5.619 3.317 2.643
55 C 6.281 3.650 3.878
56 C 6.715 5.102 3.928
57 C 5.278 2.417 0.318
58 H 7.124 2.977 4.042
59 H 5.554 3.457 4.666
60 H 7.496 5.307 3.196
61 H 7.105 5.346 4.917
62 H 5.877 5.761 3.702
63 H 4.995 1.451 0.729
64 H 5.704 2.295 -0.676
65 H 4.422 3.086 0.276
66 O -6.834 -1.092 0.924
67 S -6.922 -0.276 -0.248
68 O -6.704 1.137 -0.187
69 O -8.321 -0.550 -0.957
70 C -9.519 -0.390 -0.173
71 C -9.874 1.067 0.050
72 C -5.885 -0.938 -1.498
73 H -9.419 -0.924 0.774
74 H -10.311 -0.878 -0.738
75 H -9.133 1.564 0.675
76 H -10.843 1.149 0.543
77 H -9.911 1.603 -0.899
78 H -6.062 -2.007 -1.585
79 H -4.856 -0.747 -1.199
80 H -6.101 -0.432 -2.436

Here are the Löwdin charges for atoms 1 to 2, given in e:
1. C -0.0253
2. C -0.2863

(5)
The following is a quantum chemistry calculation of 3 unconnected molecules or ions with the total composition C24H45N3O6S at a distorted geometry, from the OMol25 dataset.

As for the SMILES: C[C@]1(S)CNC(=O)[C@@H]1COc1ccccc1.COCCNCCOC.COCCNCCOC. The calculation puts the frontier orbital gap at 0.3259 hartree.

Element x y z (Å)
1 C 3.124 -3.801 2.753
2 C 2.679 -2.284 2.856
3 S 4.290 -1.364 2.910
4 C 1.964 -2.087 4.267
5 N 1.206 -0.824 4.088
6 C 0.551 -0.962 2.781
7 O -0.532 -0.611 2.433
8 C 1.652 -1.664 1.843
9 C 0.918 -2.557 0.789
10 O 0.941 -1.965 -0.553
11 C 2.153 -2.395 -1.137
12 C 2.264 -3.677 -1.841
13 C 3.543 -4.092 -2.408
14 C 4.681 -3.203 -2.240
15 C 4.591 -1.910 -1.559
16 C 3.306 -1.498 -0.990
17 H 4.120 -3.878 2.254
18 H 3.175 -4.196 3.810
19 H 2.416 -4.474 2.206
20 H 4.778 -1.646 4.168
21 H 2.763 -2.091 5.054
22 H 1.203 -2.903 4.417
23 H 1.875 -0.047 3.978
24 H 2.190 -0.754 1.459
25 H 1.349 -3.585 0.669
26 H -0.166 -2.708 1.057
27 H 1.326 -4.279 -1.883
28 H 3.595 -5.072 -2.928
29 H 5.663 -3.526 -2.650
30 H 5.486 -1.246 -1.483
31 H 3.222 -0.524 -0.444
32 C 1.818 6.110 0.073
33 O 0.514 5.558 0.040
34 C 0.002 5.366 -1.278
35 C -0.051 3.886 -1.637
36 N 1.289 3.331 -1.819
37 C 1.335 1.867 -1.855
38 C 0.823 1.095 -0.634
39 O 1.639 1.223 0.528
40 C 1.431 2.410 1.277
41 H 2.023 6.427 1.097
42 H 2.572 5.372 -0.214
43 H 1.896 6.987 -0.577
44 H 0.562 5.941 -2.022
45 H -1.022 5.751 -1.271
46 H -0.620 3.759 -2.563
47 H -0.590 3.376 -0.830
48 H 1.881 3.642 -1.058
49 H 2.385 1.596 -2.004
50 H 0.793 1.526 -2.743
51 H 0.851 0.031 -0.893
52 H -0.225 1.315 -0.401
53 H 0.388 2.733 1.260
54 H 2.088 3.204 0.919
55 H 1.709 2.208 2.315
56 C -4.656 -1.502 -3.343
57 O -5.627 -1.053 -2.415
58 C -5.799 -1.918 -1.294
59 C -5.225 -1.296 -0.027
60 N -3.766 -1.247 -0.068
61 C -3.158 -0.392 0.957
62 C -3.532 1.095 0.976
63 O -3.034 1.842 -0.128
64 C -3.802 1.737 -1.314
65 H -4.761 -0.911 -4.253
66 H -3.641 -1.361 -2.959
67 H -4.808 -2.555 -3.600
68 H -5.383 -2.913 -1.478
69 H -6.878 -2.035 -1.157
70 H -5.539 -1.887 0.839
71 H -5.658 -0.293 0.067
72 H -3.474 -0.900 -0.974
73 H -2.079 -0.459 0.813
74 H -3.371 -0.825 1.940
75 H -3.055 1.530 1.859
76 H -4.607 1.263 1.107
77 H -4.871 1.642 -1.111
78 H -3.449 0.901 -1.922
79 H -3.645 2.646 -1.899

Here are the Löwdin charges for atoms 1 to 2, given in e:
1. C -0.1111
2. C -0.7038

(6)
The following is a quantum chemistry calculation of a molecular structure, C24H45NP2ReSi at a distorted geometry, from the OMol25 dataset.

The calculation puts the frontier orbital gap (alpha / beta) at 0.1402 / 0.1560 hartree. Its charge is +2. Its spin multiplicity is 4. For the energy above the lowest of the compared OMol25 structures with the same formula, charge and spin, the calculation gives 2.682 eV. Its expectation value of S² is 3.7924.

Element x y z (Å)
1 P -1.843 0.213 -2.141
2 P 1.632 -0.859 -2.812
3 C -0.860 0.434 -3.733
4 C 0.273 -0.562 -4.081
5 H -0.482 1.470 -3.705
6 H -1.616 0.394 -4.530
7 H -0.136 -1.540 -4.379
8 H 0.729 -0.145 -4.982
9 C 2.962 -0.227 -4.128
10 H 3.997 -0.441 -3.813
11 H 2.870 0.843 -4.357
12 H 2.774 -0.779 -5.056
13 C 2.643 -2.472 -3.076
14 H 3.032 -2.546 -4.094
15 H 2.056 -3.380 -2.914
16 H 3.531 -2.490 -2.427
17 C -2.873 1.679 -1.975
18 H -3.375 1.672 -0.992
19 H -3.638 1.661 -2.771
20 H -2.288 2.600 -2.066
21 C -3.032 -1.058 -2.715
22 H -2.487 -2.005 -2.829
23 H -3.451 -0.745 -3.682
24 H -3.847 -1.165 -1.985
25 Re -1.783 1.645 1.210
26 C 2.850 -0.518 -1.065
27 C 2.130 0.547 -1.743
28 C 0.924 1.191 -1.040
29 C 0.024 0.162 -0.391
30 C -0.619 -0.907 -1.239
31 C 0.468 -1.803 -1.702
32 C 1.227 -2.381 -0.524
33 C 2.376 -1.449 -0.024
34 C -3.370 1.176 2.359
35 H 3.923 -0.538 -1.244
36 H 2.749 1.276 -2.270
37 H 0.353 1.844 -1.690
38 H 1.255 1.898 -0.264
39 H 0.494 -0.262 0.475
40 H -0.900 0.810 -0.098
41 H -1.327 -1.468 -0.594
42 H 0.049 -2.578 -2.363
43 H 1.697 -3.323 -0.831
44 H 0.556 -2.624 0.297
45 H 2.154 -0.933 0.925
46 H 3.218 -2.103 0.278
47 H -3.164 0.308 3.001
48 H -4.155 0.894 1.638
49 H -3.742 2.017 2.958
50 C -1.890 3.670 1.012
51 Si -0.207 2.133 2.881
52 C 1.595 2.538 2.702
53 C -0.733 2.485 4.629
54 N -0.558 0.465 2.401
55 C -0.267 -0.701 3.121
56 C -0.967 -1.888 2.795
57 C -0.725 -3.049 3.539
58 C 0.223 -3.017 4.588
59 C 0.937 -1.841 4.904
60 C 0.691 -0.689 4.164
61 H -2.380 4.070 1.914
62 H -2.527 3.909 0.141
63 H -0.903 4.123 0.885
64 H 1.695 3.623 2.875
65 H 2.208 2.001 3.444
66 H 1.994 2.316 1.702
67 H -1.808 2.331 4.792
68 H -0.171 1.853 5.334
69 H -0.508 3.544 4.828
70 H -1.692 -1.835 1.983
71 H -1.276 -3.964 3.292
72 H 0.409 -3.924 5.166
73 H 1.677 -1.828 5.721
74 H 1.226 0.241 4.372

Here are the Löwdin charges for atoms 1 to 2, given in e:
1. P 1.0005
2. P 0.8738